Density functional theory data (the ωB97M-V functional and the def2-TZVPD basis) for 14 unconnected molecules or ions with the total composition C40H108O38S14 in a non-equilibrium geometry.

```
200
Properties=species:S:1:pos:R:3:forces:R:3
S -28.2719 -7.2256 -4.9287 1.046 0.783 1.211
S -21.5940 -0.7171 -7.5033 -0.428 -0.844 -0.461
S -36.6455 -2.4339 -3.6721 0.210 -1.370 -1.613
S -26.7710 0.2573 -4.9061 -0.571 -2.768 0.998
S -32.6605 0.2586 -5.0552 -3.938 -1.007 -2.789
S -29.4100 -3.7285 -4.1496 0.611 0.857 -1.117
S -25.8135 -3.9013 -12.0610 -0.730 -0.465 -0.702
S -30.6398 -0.8543 -0.4936 0.975 -0.238 0.656
S -28.8137 -6.1253 0.5122 0.686 -1.172 2.908
S -23.2007 -4.9262 -4.4382 -0.806 0.769 -1.629
S -31.4242 -3.4841 -12.3672 1.882 0.021 0.223
S -25.0560 -4.2498 1.3783 1.624 0.293 1.386
S -32.5160 -8.2271 -9.2613 3.046 0.910 -0.862
S -34.8216 -4.2629 -7.7542 0.613 0.232 -0.283
O -25.2868 -4.3390 -10.6724 -0.086 0.656 1.846
O -30.2413 0.2143 0.6886 -1.819 -2.005 -1.374
O -32.0131 -9.4743 -10.1170 -0.316 -0.143 0.131
O -33.2817 0.8307 -6.4219 -0.525 -0.429 1.257
O -34.3397 -4.2668 -6.2616 0.314 0.367 -0.605
O -35.2670 -3.0677 -3.1777 -0.128 0.278 1.258
O -33.4953 -8.6190 -8.3246 -1.189 -0.618 1.116
O -25.5460 -3.6817 2.5871 -0.699 -0.070 0.758
O -26.4645 1.4096 -5.6651 0.240 1.099 -0.544
O -25.9994 -2.4781 -12.0423 0.076 -0.529 0.009
O -29.8805 -2.3613 -4.3302 0.037 -1.190 0.189
O -22.1231 0.1122 -6.2927 -0.338 0.564 0.732
O -31.3506 0.7152 -4.9721 2.907 1.101 0.739
O -27.2974 -0.9120 -5.9007 -0.081 0.848 1.181
O -30.1815 -6.4358 0.5799 -2.255 -0.135 -0.440
O -30.1840 -4.7446 -5.1014 -0.895 0.437 0.295
O -37.3296 -1.8237 -2.5947 -0.642 0.193 0.990
O -22.2425 -3.9240 -4.0602 -0.337 -0.736 0.686
O -31.2852 -7.6163 -8.7466 -1.822 -0.230 -0.743
O -24.9704 -4.5486 -13.0253 -0.287 0.473 -0.565
O -28.1121 -6.0253 -0.6848 1.156 0.030 -3.108
O -29.4145 -1.5052 -0.9705 -1.589 1.211 0.435
O -28.5364 -4.7547 1.1884 -0.227 0.350 1.956
O -28.0100 -3.9585 -4.3544 0.183 0.032 0.165
O -25.7531 -0.3293 -4.0388 -0.864 0.854 -0.981
O -33.6816 0.5629 -4.1012 0.650 0.253 0.669
O -26.8860 -6.9853 -5.4374 -0.410 -0.230 -0.418
O -24.0286 -5.3902 -3.2050 0.782 0.682 1.618
O -30.8302 -4.8660 -12.2653 0.196 0.809 -0.407
O -37.2932 -3.4878 -4.4525 0.880 1.244 0.814
O -25.3786 -5.5755 0.9873 -1.124 -0.937 -0.747
O -22.5853 -1.7513 -7.7541 0.727 0.359 -0.268
O -34.3049 -3.0761 -8.3317 -0.181 1.328 0.011
O -25.3511 -3.1906 0.3005 -0.535 0.043 -1.038
O -22.8083 -6.0388 -5.2423 0.456 -0.542 0.356
O -20.2220 -1.1240 -7.2753 -1.062 0.588 -0.523
O -31.6839 -1.6908 0.0406 0.561 0.696 -0.237
O -34.4404 -5.4758 -8.3672 0.580 -1.502 -0.828
C -32.0846 -10.7697 -9.4463 -1.340 1.185 0.328
C -32.5604 -3.5437 -11.0818 -1.919 -0.269 0.835
C -26.6959 -1.1280 -7.2154 0.885 2.122 1.080
C -33.5986 -5.7735 -4.5715 1.218 -2.807 1.127
C -23.3895 -5.2103 -9.3231 -2.659 0.630 -0.236
C -28.0313 -7.9415 -3.3008 0.022 -1.679 -0.647
C -34.6988 -2.5092 -1.8875 0.581 0.619 -1.009
C -30.4302 -3.7535 -7.3616 1.698 2.084 -0.462
C -29.0192 0.9337 0.6134 0.369 0.644 0.427
C -24.1803 -7.5890 -2.2592 1.539 0.846 2.457
C -21.8076 0.5987 -8.7507 0.068 0.448 1.874
C -30.3581 -2.2245 -11.4366 -0.360 0.422 -2.498
C -26.7363 -2.5820 -7.4302 -1.129 -1.790 -1.457
C -32.4913 0.9697 -7.6054 2.625 0.370 1.829
C -21.6487 -0.2714 -3.9600 0.657 2.190 0.115
C -29.8905 -4.3254 -2.5932 -0.012 0.221 -0.656
C -36.1127 -1.1265 -4.7502 -2.247 -0.485 0.909
C -36.5271 -4.3455 -7.5677 -2.064 2.082 0.858
C -32.6597 -1.4868 -5.3167 -0.191 -0.151 0.850
C -24.8566 -6.5677 -3.1075 -0.419 0.740 -0.125
C -31.1071 -11.6952 -9.9848 1.843 -0.099 -0.123
C -33.3463 -7.2718 -10.5074 1.172 1.668 -0.292
C -22.5433 -0.6828 -5.0816 0.498 -0.100 -1.320
C -34.6056 -5.5244 -5.6147 -1.401 0.059 0.965
C -34.1791 -3.5669 -0.9846 0.300 -0.531 0.859
C -24.3234 -5.4179 -10.5254 -0.047 -0.196 -1.015
C -23.2870 -4.2924 1.4860 -0.406 1.013 -1.113
C -29.0189 -3.0919 2.8560 0.015 1.252 0.873
C -33.4405 1.0144 -8.7033 -1.185 -0.063 -1.536
C -28.1284 0.3346 1.6925 -0.804 1.428 1.357
C -31.2867 0.2640 -1.7319 0.007 -0.791 -0.413
C -28.2645 0.3915 -3.8975 -1.248 -2.641 -2.572
C -28.9630 -8.6958 -5.5444 -0.178 -1.183 -0.951
C -27.4397 -4.6804 -12.0592 0.690 0.060 -1.577
C -29.7995 -4.8083 -6.5010 0.345 -1.054 -0.199
C -26.0436 -2.2513 -1.7465 -1.626 0.611 -0.357
C -27.9967 -7.3139 1.5457 0.672 0.876 -0.240
C -29.1512 -4.5374 2.5409 -0.838 0.577 -0.830
C -24.4723 -4.1134 -5.3370 1.036 0.294 -1.069
C -25.8400 -3.5595 -1.0558 3.034 0.566 -0.552
H -25.6563 -0.6916 -7.1702 -0.928 -0.554 -0.357
H -31.8571 -1.7603 -4.6315 -0.018 -0.642 -0.178
H -32.5689 -5.9845 -4.9183 -0.448 0.572 -0.178
H -26.9104 -1.7711 -1.2102 0.937 -0.026 -0.571
H -31.3089 -0.2571 -2.6974 0.562 -0.006 0.330
H -27.8380 -2.8731 -7.5865 1.591 0.135 0.560
H -26.7899 -3.9710 -0.9785 -1.384 -1.437 0.433
H -27.3304 -0.5205 -7.8881 0.586 -0.511 -0.093
H -28.1545 -8.3186 1.2267 -0.519 -0.587 -0.624
H -34.7046 -6.3156 -6.3732 0.228 0.207 0.503
H -28.7681 0.1913 2.6250 0.974 0.377 -1.035
H -30.9189 -1.2679 -11.4769 0.323 -0.420 -0.412
H -33.5839 -5.0304 -3.7709 -0.111 -0.089 -0.211
H -33.5845 -3.1531 -0.1628 -0.120 0.366 -0.339
H -35.4870 -1.9809 -1.3555 0.103 0.371 -0.443
H -24.4491 -7.4682 -1.1880 -0.119 0.278 -0.471
H -24.9694 -3.3799 -4.7035 0.150 0.181 -0.168
H -32.3313 0.5607 -1.5863 0.446 0.126 0.663
H -23.8435 -5.3942 -11.4857 1.034 -0.177 -0.099
H -29.1546 0.8561 -4.4042 1.286 -0.178 0.466
H -25.7874 -6.1871 -2.6498 0.413 -0.234 -0.111
H -28.7067 -4.9019 -6.4877 -0.084 0.775 -0.383
H -27.8242 -7.2058 -2.5767 0.725 0.866 0.724
H -22.8118 -4.3100 -9.4501 0.363 0.213 -0.160
H -30.1012 -2.6793 -7.2133 0.076 -1.210 0.312
H -23.6331 -0.5594 -4.9999 0.579 0.091 0.240
H -31.8677 1.8768 -7.4392 -0.522 -0.310 -0.489
H -30.2403 -4.6033 2.4214 0.310 -1.230 0.011
H -30.7939 -3.8387 -2.3253 -1.346 -0.214 0.064
H -29.8391 -5.3947 -2.6253 -0.298 -0.467 0.280
H -27.9788 -2.8190 2.9366 0.393 0.317 -0.065
H -26.9403 -7.0926 1.4087 0.072 0.067 0.556
H -27.2213 -8.7359 -3.4380 -1.024 1.116 0.420
H -33.5478 -4.2700 -1.4576 0.973 -0.602 -0.877
H -31.2211 -11.9087 -11.0190 -0.114 0.054 -1.020
H -27.8003 -0.6240 1.3961 0.501 -1.091 -0.399
H -20.6143 -0.1524 -4.3419 -0.580 -0.177 0.129
H -36.8004 -5.3704 -7.4436 0.005 -0.692 0.305
H -30.2913 -2.4308 -10.4038 0.468 -0.827 1.076
H -29.5598 -2.3812 2.1761 0.455 -0.959 0.421
H -28.9837 -8.3880 -2.9883 0.225 -0.166 -0.100
H -23.8597 -3.6723 -6.1915 -1.233 -0.216 0.856
H -34.9019 -4.1972 -0.4999 -0.944 0.028 0.035
H -24.0620 -5.0213 -8.4381 1.017 -0.666 -0.520
H -32.7784 -7.0952 -11.4844 -0.612 -0.531 1.568
H -23.0604 -7.4803 -2.1949 -1.079 -0.156 -0.750
H -37.1493 -3.9733 -8.4288 1.069 -0.030 0.786
H -33.8783 0.0171 -8.8318 0.064 0.202 -0.288
H -28.5504 0.7809 -0.3867 -0.352 0.629 0.590
H -21.8933 0.6827 -3.4221 -0.119 -0.633 -0.827
H -27.9772 -4.4512 -13.0081 0.294 0.392 0.919
H -22.8488 0.9660 -8.5212 1.213 -0.245 -0.495
H -35.5519 -5.3515 -5.0648 0.107 -0.373 -0.546
H -32.9972 1.3888 -9.6236 0.248 -0.369 -0.151
H -27.9932 0.7490 -2.9736 0.678 1.425 1.979
H -28.7159 -5.1683 3.3590 -0.274 0.303 -1.174
H -33.0155 -2.5776 -10.8603 0.240 0.004 0.257
H -34.3385 -7.6755 -10.6279 -0.114 -0.420 -0.217
H -30.0593 -11.4202 -9.7773 -0.440 0.099 -0.145
H -35.4601 -0.4875 -4.1710 0.190 0.113 -0.335
H -28.4006 -9.6265 -5.2818 -0.255 0.829 -0.523
H -29.9456 -8.7416 -5.0894 -0.294 -0.079 0.106
H -22.2910 -1.7012 -5.3681 -0.373 -0.235 0.402
H -31.4773 -3.6777 -7.3811 -1.640 -0.549 0.538
H -23.0096 -4.0228 0.4437 0.535 -0.546 0.759
H -28.5437 -0.6972 -3.7018 0.352 1.310 -0.424
H -23.0183 -5.2847 1.8151 0.195 -0.161 -0.199
H -27.3205 -5.7565 -12.1176 0.254 -0.173 0.437
H -25.0604 -4.2339 -1.5333 -1.130 0.785 0.605
H -33.8827 -6.8076 -4.1372 0.224 1.660 -0.245
H -27.2591 0.9849 1.9063 -0.436 -0.366 -0.019
H -24.9112 -6.3444 -10.5984 0.217 0.034 0.902
H -33.6150 -1.9387 -5.0197 0.336 0.349 0.033
H -22.7743 -6.0864 -9.2813 0.351 -0.374 0.570
H -22.9510 -3.5381 2.1853 0.091 0.156 -0.009
H -31.9349 -10.6379 -8.3785 -0.047 0.136 0.110
H -26.2619 -3.1941 -6.6164 -0.649 0.827 -0.920
H -35.7336 -1.6326 -5.6094 0.573 0.195 -0.743
H -29.3941 -2.1353 -11.9958 -0.711 -0.031 0.776
H -29.4563 -2.9826 3.8744 0.192 0.142 -0.574
H -26.3806 -2.3959 -2.7800 -0.147 -0.366 0.205
H -30.0905 -5.7983 -6.9218 -0.376 0.498 0.825
H -30.1824 -3.9584 -8.3924 0.340 -0.311 -0.433
H -36.7384 -3.7729 -6.5979 -0.205 -0.753 -1.459
H -31.2891 -12.6009 -9.4748 -0.057 -1.328 0.621
H -33.4829 -6.3002 -9.9669 0.202 -0.753 -0.671
H -34.2673 1.7044 -8.5258 0.089 -0.004 0.377
H -33.0996 -11.1381 -9.6132 0.017 0.009 0.157
H -32.4412 -1.8262 -6.3229 0.280 0.395 -0.165
H -37.1047 -0.6428 -4.9450 1.047 -0.103 -0.174
H -33.3812 -4.2019 -11.3916 0.184 0.011 0.086
H -30.5617 1.0724 -1.7463 -0.249 0.270 -0.273
H -25.1839 -4.8716 -5.6798 0.133 0.117 -0.010
H -32.0256 -4.0204 -10.2549 -0.287 0.286 0.129
H -26.2663 -2.8005 -8.4229 -0.086 0.008 0.829
H -27.9170 -4.3646 -11.1566 -0.597 0.149 0.305
H -21.6140 -0.9958 -3.2027 -0.080 -1.325 0.962
H -21.7087 0.2090 -9.7534 0.074 -0.181 -0.058
H -25.2298 -1.5608 -1.8787 0.602 0.043 0.539
H -25.1106 -6.8523 -4.1047 -0.043 -0.615 -0.594
H -28.3695 -7.2311 2.5554 0.147 0.170 0.284
H -29.2096 -3.9096 -1.8994 1.162 0.236 0.621
H -24.4358 -8.5905 -2.4380 -0.300 -1.375 -0.855
H -21.0218 1.3617 -8.4926 -0.922 -0.631 -0.473
H -29.3761 1.9807 0.8653 1.035 -0.964 -0.676
H -33.8554 -1.8482 -2.2429 -1.027 -0.421 0.535
H -29.1272 -8.5148 -6.6122 0.182 -0.531 0.022
H -31.7287 0.1481 -7.6385 -0.776 0.327 -0.294
```
Positions in Å, forces in eV/Å.

Output
HOMO-LUMO gap, eV: 9.3
Highest occupied orbital energy, eV: -9.21
Energy relative to the best compared isomer or geometry (same formula, charge and spin), kJ/mol: 88.57

Mulliken population analysis, charges in e, atoms 1 to 8:
1. S 1.108
2. S 0.970
3. S 1.170
4. S 1.141
5. S 0.958
6. S 1.117
7. S 1.338
8. S 0.815